Molecular formula: C3H3O4Pb
Method: DFT, wB97M-V/def2-TZVPD

Structure (XYZ):
```
11
Properties=species:S:1:pos:R:3
O 0.375 -1.476 2.869
C -0.104 -1.227 1.797
C 0.501 -0.183 0.879
H -1.161 -1.502 1.498
H 0.433 0.789 1.387
H 1.564 -0.390 0.698
O -0.197 -0.272 -0.385
C -0.196 0.704 -1.211
O 0.144 1.880 -0.818
O -0.694 0.609 -2.339
Pb -0.665 1.067 -4.374
```

The value obtained for the energy relative to the best compared isomer or geometry (same formula, charge and spin) is 13.5 kcal/mol. Its HOMO energy (spin up / spin down) is -17.384 / -17.296 eV. The net charge is +2. The lowest unoccupied orbital energy (spin up / spin down) is -10.00 / -12.81 eV. For the orbital gap (spin up / spin down), the calculation gives 7.3849 / 4.4883 eV. The multiplicity is 2.